No. 1
{"formula": "C4H18NO9", "method": "ωB97M-V/def2-TZVPD", "elements": ["O", "C", "O", "C", "C", "C", "N", "O", "H", "H", "H", "H", "H", "H", "H", "H", "O", "H", "H", "O", "H", "H", "O", "H", "H", "O", "H", "H", "O", "H", "H", "O"], "xyz": [[0.102, 0.110, -1.423], [0.269, -1.067, -1.041], [-0.001, -2.144, -1.639], [0.949, -1.285, 0.360], [-0.215, -1.256, 1.403], [-0.242, 0.114, 2.070], [-1.308, 0.860, 1.692], [0.559, 0.493, 2.910], [1.354, -2.296, 0.327], [1.604, -0.430, 0.511], [-0.107, -2.041, 2.148], [-1.159, -1.404, 0.874], [-1.942, 0.558, 0.963], [-1.521, 1.790, 2.017], [-0.995, -3.546, -3.315], [-0.627, -2.085, -3.325], [-1.117, -2.759, -3.863], [3.654, 1.134, 2.516], [3.296, 2.673, 2.494], [3.862, 1.969, 2.102], [-2.615, -0.066, -2.078], [-1.556, 0.564, -1.189], [-2.522, 0.352, -1.181], [-3.449, -2.125, -2.387], [-2.556, -2.066, -3.578], [-3.195, -1.512, -3.088], [1.647, 1.891, 0.252], [1.481, 1.412, -1.082], [1.598, 2.279, -0.639], [1.318, 2.682, 2.737], [1.801, 3.599, 1.745], [1.632, 3.603, 2.709]], "mulliken_charge": [-0.84, 0.62, -0.81, -0.35, -0.63, 0.49, -0.29, -0.67, 0.34, 0.06, 0.38, 0.39, 0.16, 0.22, 0.32, 0.49, -0.81, 0.30, 0.39, -0.67, 0.37, 0.35, -0.74, 0.29, 0.44, -0.75, 0.27, 0.37, -0.66, 0.38, 0.35, -0.78], "e_above_lowest_ev": 0.343, "charge": -1, "spin_multiplicity": 1, "fmax_ev_per_a": 1.972}


No. 2
{"formula": "C4H19NO8", "method": "ωB97M-V/def2-TZVPD", "elements": ["O", "C", "N", "C", "C", "C", "O", "H", "H", "H", "H", "H", "H", "H", "H", "H", "O", "H", "H", "O", "H", "H", "O", "H", "H", "O", "H", "H", "O", "H", "H", "O"], "xyz": [[-2.718, 2.128, 1.286], [-2.244, 1.127, 0.768], [-0.861, 1.071, 0.722], [-0.018, 0.318, -0.235], [0.893, 1.286, -0.955], [2.254, 0.705, -1.316], [2.573, -0.458, -1.269], [-2.880, 0.361, 0.343], [-0.366, 1.919, 0.944], [-0.491, -0.315, -0.979], [0.564, -0.404, 0.358], [1.022, 2.252, -0.478], [0.488, 1.461, -1.956], [2.890, 1.336, -1.952], [2.630, 2.755, 1.502], [2.859, 1.215, 1.245], [2.924, 2.102, 0.866], [-1.874, 0.826, -3.497], [-1.106, -0.479, -3.113], [-1.400, 0.060, -3.848], [-0.696, -2.666, 0.531], [-2.128, -3.255, 0.884], [-1.319, -3.396, 0.400], [-1.568, -2.817, -1.308], [-2.244, -2.498, -2.630], [-1.688, -2.093, -1.960], [-0.996, -0.742, 2.403], [-0.424, -2.006, 3.097], [-0.629, -1.627, 2.240], [2.501, -0.291, 3.606], [1.549, -0.394, 2.521], [2.261, 0.201, 2.809]], "mulliken_charge": [-0.60, 0.01, -0.15, 0.57, -0.70, -0.22, -0.49, 0.43, 0.22, -0.23, 0.09, 0.49, 0.26, 0.41, 0.29, 0.36, -0.61, 0.31, 0.32, -0.64, 0.37, 0.31, -0.74, 0.33, 0.28, -0.60, 0.30, 0.25, -0.58, 0.30, 0.30, -0.64], "e_above_lowest_ev": 1.583, "spin_multiplicity": 1, "smiles": "O=CCCNC=O.O.O.O.O.O.O", "fmax_ev_per_a": 3.271}


No. 3
{"formula": "C4H19NO8", "method": "ωB97M-V/def2-TZVPD", "elements": ["O", "C", "N", "C", "C", "C", "O", "H", "H", "H", "H", "H", "H", "H", "H", "H", "O", "H", "H", "O", "H", "H", "O", "H", "H", "O", "H", "H", "O", "H", "H", "O"], "xyz": [[-2.447, 1.000, 1.778], [-1.866, 0.616, 0.808], [-0.529, 0.950, 0.761], [0.487, 0.117, -0.020], [1.478, 1.145, -0.645], [2.100, 0.400, -1.828], [3.265, 0.020, -1.943], [-2.259, 0.073, -0.010], [-0.287, 1.710, 1.424], [-0.076, -0.320, -0.853], [1.039, -0.604, 0.637], [2.399, 1.364, 0.104], [1.182, 2.123, -0.874], [1.334, 0.148, -2.561], [-0.790, 2.624, 3.037], [0.488, 1.978, 3.482], [0.138, 2.743, 3.086], [-0.608, 0.955, -3.850], [-0.887, 1.369, -2.463], [-0.321, 1.515, -3.219], [-0.973, -1.766, 0.482], [-1.641, -3.072, 0.677], [-1.215, -2.479, 0.016], [-1.348, -1.776, -1.436], [-2.154, -1.228, -2.653], [-1.494, -1.082, -2.116], [-0.991, -1.049, 2.281], [-2.309, -1.180, 3.053], [-1.721, -1.548, 2.482], [3.693, -1.082, -0.340], [3.218, -2.310, 0.352], [3.099, -1.354, 0.351]], "mulliken_charge": [-0.61, -0.12, 0.14, -0.21, -0.87, 0.04, -0.63, 0.50, 0.27, -0.09, 0.46, 0.34, 0.53, 0.43, 0.34, 0.32, -0.70, 0.28, 0.28, -0.59, 0.30, 0.30, -0.67, 0.33, 0.22, -0.53, 0.29, 0.28, -0.62, 0.29, 0.28, -0.57], "e_above_lowest_ev": 3.141, "spin_multiplicity": 1, "smiles": "O=CCCNC=O.O.O.O.O.O.O", "fmax_ev_per_a": 7.203}


HOMO level readings, ordered: -6.0; -9.6; -9.5 eV